Formula: C30H48BN6O2S4V
Source: OMol25
Level of theory: ωB97M-V/def2-TZVPD

Computed properties:
total charge	+2
ΔE to the lowest compared entry with this formula, charge and spin	0.0000	eV
largest force on an atom	0.24	eV/A
expectation value of S²	2.024
HOMO-LUMO gap (alpha / beta)	7.41 / 8.36	eV
HOMO (alpha / beta)	-13.09 / -13.09	eV
2S+1	3
energy	-4212.33993	Ha

Each line ends with the Mulliken charge.
Cartesian coordinates (Å):
V (-0.74016, 0.85268, -0.52055)  -0.857
C (1.90092, 0.61097, -5.49301)  -1.525
C (1.37151, -0.82064, -5.49668)  1.121
C (-0.07915, -0.91151, -5.96176)  -1.499
C (2.23856, -1.66389, -6.42563)  -2.163
N (1.47663, -1.38599, -4.09528)  0.478
C (2.26471, -2.47589, -3.76207)  -0.301
C (2.14015, -2.68456, -2.43891)  -1.033
N (1.26364, -1.73863, -1.94744)  0.240
B (0.82804, -1.46743, -0.51216)  0.523
N (1.93493, -1.04329, 0.44780)  0.865
C (2.79058, -1.88778, 1.12648)  -1.207
C (3.56613, -1.12800, 1.92100)  -0.347
N (3.18576, 0.19153, 1.74277)  0.544
C (2.18311, 0.22158, 0.84098)  0.226
S (1.36192, 1.64145, 0.26785)  -0.150
C (3.78050, 1.35585, 2.49906)  1.183
C (4.41010, 2.33102, 1.50786)  -1.557
C (2.68240, 2.00361, 3.33952)  -1.139
C (4.86975, 0.82931, 3.42809)  -2.248
N (-0.12997, -2.47990, 0.10702)  1.267
C (-0.21129, -3.84746, -0.04771)  -0.975
C (-1.18662, -4.28786, 0.77044)  -0.484
N (-1.71941, -3.18784, 1.42490)  0.491
C (-1.06303, -2.08936, 1.00257)  -0.196
S (-1.27418, -0.43797, 1.51628)  -0.056
C (-2.84622, -3.25950, 2.42667)  1.108
C (-4.03455, -2.46972, 1.88584)  -1.390
C (-2.35166, -2.72249, 3.76665)  -1.538
C (-3.25560, -4.71831, 2.59848)  -2.171
C (0.87070, -0.94671, -2.97476)  0.354
S (-0.24991, 0.39754, -2.87827)  -0.259
H (1.89965, 0.98380, -6.51697)  0.495
H (2.92719, 0.63935, -5.12435)  0.395
H (1.29120, 1.27872, -4.89046)  0.310
H (-0.13677, -0.55532, -6.98991)  0.487
H (-0.74725, -0.30237, -5.35861)  0.327
H (-0.42451, -1.94603, -5.94234)  0.400
H (2.14675, -1.24773, -7.42725)  0.460
H (1.90596, -2.70133, -6.47310)  0.486
H (3.29389, -1.62798, -6.15370)  0.492
H (2.85248, -3.00460, -4.48617)  0.559
H (2.61484, -3.41780, -1.81079)  0.607
H (0.19145, -0.51403, -0.73741)  -0.503
H (2.76718, -2.95638, 1.00243)  0.675
H (4.34899, -1.41725, 2.59379)  0.568
H (3.67824, 2.76829, 0.83363)  0.310
H (5.18234, 1.83601, 0.91782)  0.413
H (4.88067, 3.13927, 2.06760)  0.498
H (1.90246, 2.44980, 2.72654)  -0.053
H (3.13004, 2.78901, 3.94924)  0.548
H (2.22924, 1.27071, 4.00907)  0.386
H (5.67868, 0.34420, 2.88093)  0.519
H (4.47538, 0.14665, 4.18142)  0.491
H (5.29838, 1.68150, 3.95252)  0.451
H (0.41140, -4.39268, -0.73458)  0.656
H (-1.54725, -5.28482, 0.93093)  0.550
H (-3.80309, -1.41199, 1.78339)  0.201
H (-4.86946, -2.57287, 2.57847)  0.530
H (-4.34544, -2.86659, 0.91806)  0.334
H (-2.06685, -1.67465, 3.71259)  0.323
H (-1.49926, -3.30277, 4.12241)  0.408
H (-3.15330, -2.81703, 4.49887)  0.487
H (-3.63973, -5.15208, 1.67472)  0.480
H (-4.05808, -4.75249, 3.33330)  0.465
H (-2.43896, -5.33204, 2.97986)  0.493
C (-5.03889, -0.30120, -1.32516)  -1.369
C (-3.95035, 0.55358, -0.72632)  -0.058
O (-2.64437, 0.10108, -1.16779)  -0.009
H (-6.01168, 0.03446, -0.96603)  0.405
H (-4.91228, -1.34710, -1.04778)  0.275
H (-5.04934, -0.22506, -2.41435)  0.427
H (-3.91980, 0.47264, 0.35923)  0.221
H (-4.06049, 1.60514, -0.99497)  0.155
H (-2.64485, -0.02716, -2.12771)  0.178
C (-2.66365, 4.98545, -0.54472)  -1.156
S (-1.13050, 4.08648, -0.45290)  0.276
O (-1.62548, 2.62911, -0.62546)  -0.252
C (-0.74036, 4.26593, 1.26057)  0.625
C (-1.48864, 3.61355, 2.23318)  -0.364
C (-1.14141, 3.78916, 3.56104)  -0.766
C (-0.07314, 4.61533, 3.89864)  -0.509
C (0.66552, 5.25565, 2.91548)  -0.629
C (0.34218, 5.07287, 1.57723)  -0.398
H (-3.36392, 4.56923, 0.17707)  0.350
H (-3.03927, 4.90009, -1.56226)  0.446
H (-2.43973, 6.02649, -0.31263)  0.451
H (-2.31933, 2.97432, 1.95853)  0.347
H (-1.70826, 3.29212, 4.33650)  0.450
H (0.18385, 4.75756, 4.93991)  0.455
H (1.49668, 5.89272, 3.18526)  0.444
H (0.92279, 5.55030, 0.79744)  0.455

Force components x, y, z for each atom (eV/Å):
V -0.080 -0.013 -0.164
C 0.004 -0.001 -0.007
C -0.003 -0.026 0.050
C 0.005 0.011 -0.019
C 0.001 -0.005 -0.030
N -0.019 -0.013 -0.015
C 0.026 0.022 0.012
C -0.011 -0.033 -0.007
N -0.006 0.061 -0.036
B 0.042 -0.056 0.026
N 0.018 -0.052 0.004
C -0.009 -0.006 -0.004
C 0.022 0.010 0.003
N -0.010 0.001 0.010
C 0.018 0.058 0.014
S -0.008 0.031 -0.035
C -0.018 -0.031 -0.018
C 0.002 0.008 0.004
C 0.006 0.024 0.020
C 0.006 -0.006 0.004
N -0.012 0.036 0.010
C 0.008 -0.027 0.013
C 0.002 0.009 -0.012
N -0.010 -0.010 0.018
C 0.037 0.074 -0.025
S 0.000 -0.030 -0.066
C 0.045 -0.004 -0.031
C -0.010 0.002 0.001
C -0.007 -0.002 0.020
C -0.013 -0.009 0.020
C -0.043 0.052 0.025
S 0.066 -0.052 0.057
H -0.005 0.004 0.005
H -0.001 -0.004 -0.002
H -0.016 0.005 0.021
H -0.002 -0.004 -0.002
H 0.003 -0.002 -0.010
H -0.002 -0.002 0.003
H 0.004 -0.001 -0.001
H -0.002 0.000 0.002
H -0.002 0.008 -0.001
H 0.002 0.001 0.012
H -0.001 0.002 0.003
H -0.106 0.071 0.087
H 0.000 0.001 -0.001
H 0.000 -0.006 0.001
H -0.007 0.001 -0.005
H -0.003 -0.007 0.000
H 0.001 0.002 -0.005
H 0.007 -0.004 0.009
H -0.007 0.003 -0.002
H 0.005 -0.006 0.000
H 0.001 0.004 -0.001
H -0.002 -0.003 -0.001
H -0.004 0.002 0.002
H 0.000 0.002 -0.002
H 0.006 0.006 -0.007
H 0.005 -0.002 0.002
H -0.002 0.008 -0.003
H -0.002 -0.001 0.003
H -0.002 0.012 -0.007
H 0.001 -0.003 -0.007
H 0.003 0.000 0.001
H 0.000 0.002 -0.002
H -0.004 -0.001 -0.002
H -0.002 0.002 0.001
C -0.026 -0.004 -0.001
C 0.036 0.004 0.044
O -0.043 0.034 -0.092
H 0.002 0.000 0.004
H 0.004 0.000 0.001
H 0.008 0.002 0.000
H -0.003 0.001 -0.004
H -0.013 -0.008 -0.008
H -0.018 -0.012 0.022
C -0.001 0.054 0.022
S 0.070 -0.003 -0.012
O 0.088 -0.213 0.063
C -0.010 0.026 0.009
C 0.013 0.005 0.012
C -0.001 0.003 0.001
C -0.001 -0.001 0.012
C 0.004 0.007 -0.026
C -0.003 -0.002 0.045
H -0.001 0.002 0.002
H 0.008 -0.008 -0.006
H -0.026 0.002 -0.004
H 0.000 0.002 -0.011
H 0.000 0.000 0.000
H -0.002 -0.001 0.000
H 0.001 0.000 0.001
H -0.004 -0.002 -0.007